C9H24KO3 | the ωB97M-V functional and the def2-TZVPD basis

Properties
Relative energy (zero: lowest compared OMol25 entry of this formula, charge and spin) (kcal/mol): 59.4
E_LUMO (eV): -4.4
Spin multiplicity: 1
HOMO (eV): -12.095
E_tot (eV): -32183.0259
Kohn-Sham gap (eV): 7.7
Charge: +1

```
37
Properties=species:S:1:pos:R:3:forces:R:3
K 16.770213 9.307013 1.291905 0.0 0.0 0.0
C 14.046079 12.450818 -4.895832 -1.2 0.4 0.6
C 13.132926 11.248000 -4.457350 0.8 0.1 -2.3
C 12.303517 10.610604 -5.661051 1.0 1.6 1.1
O 14.041042 10.313979 -3.874668 -0.6 -0.7 0.9
H 14.558487 12.801057 -3.999792 0.0 0.1 0.1
H 13.469562 13.290025 -5.284998 -0.2 0.0 0.1
H 14.828923 12.302612 -5.639654 -0.2 -0.9 -0.1
H 12.412578 11.523450 -3.687083 0.4 0.2 0.2
H 11.677054 11.368434 -6.131513 0.0 0.3 0.2
H 11.615037 9.846082 -5.301059 0.6 -0.4 -0.3
H 13.053970 10.376577 -6.416136 -0.3 -0.8 -0.1
H 14.779085 10.102623 -4.451063 -0.2 0.2 -0.4
C 17.915131 1.769167 -0.673876 0.9 -1.2 -1.4
C 17.146876 3.044798 -0.428132 1.9 -1.3 -0.8
C 15.694409 2.760972 -0.626777 -1.3 1.0 0.4
O 17.648439 3.526182 0.790215 -0.9 1.3 1.2
H 18.976810 1.759100 -0.427203 0.0 0.6 0.4
H 17.944798 1.524591 -1.735662 -0.3 0.0 -0.3
H 17.504107 0.875655 -0.203994 -0.4 0.2 0.3
H 17.454857 3.805713 -1.145255 0.1 -0.1 -0.1
H 15.211695 3.674254 -0.974624 -0.3 0.0 -0.1
H 15.165112 2.511626 0.292862 0.2 -0.3 0.2
H 15.509235 1.974534 -1.358435 0.2 0.1 0.1
H 17.270692 3.017182 1.511202 0.0 -0.2 0.1
C 13.188925 15.020311 4.328103 -0.4 -1.1 -1.2
C 13.269570 14.956338 2.773488 1.3 2.3 1.0
C 12.740307 16.237649 2.157140 -0.7 0.2 -0.1
O 14.676065 14.871445 2.386871 -0.6 -1.4 -0.3
H 13.502687 14.049459 4.711634 0.4 0.1 0.2
H 12.160382 15.116540 4.675872 0.0 0.4 -0.1
H 13.807066 15.842493 4.688694 -0.1 -0.1 0.1
H 12.656915 14.167347 2.337323 0.8 -0.5 0.1
H 11.657016 16.117236 2.166334 -0.2 0.4 -0.4
H 13.132175 16.391105 1.151658 -0.3 -0.4 -0.2
H 12.968578 17.173917 2.666451 0.2 -0.2 0.5
H 15.230285 15.419743 2.947052 -0.3 0.2 0.2
```
Forces are in eV/Å.

***

C54H126N6O12 | the ωB97M-V functional and the def2-TZVPD basis

Properties
Relative energy (zero: lowest compared OMol25 entry of this formula, charge and spin) (kcal/mol): 46.4
E_LUMO (eV): 0.1
Spin multiplicity: 1
HOMO (eV): -7.807
E_tot (eV): -91543.4858
Kohn-Sham gap (eV): 7.9
Charge: 0
SMILES string: CC1(C)CCCC(C)(C)N1O.CC1(C)CCCC(C)(C)N1O.CC1(C)CCCC(C)(C)N1O.CC1(C)CCCC(C)(C)N1O.CC1(C)CCCC(C)(C)N1O.CC1(C)CCCC(C)(C)N1O.O.O.O.O.O.O

```
198
Properties=species:S:1:pos:R:3:forces:R:3
C -6.038871 0.405795 -5.821248 0.0 -0.2 0.0
C -5.272045 0.049581 -7.126034 -0.1 0.1 0.6
C -6.196670 -0.760253 -8.030914 0.3 0.3 -0.3
C -4.965975 1.361983 -7.873558 0.1 -0.5 -0.8
C -3.868799 2.187104 -7.298467 -0.4 -0.1 1.8
C -2.597982 1.339392 -7.163106 -1.0 1.4 -0.3
C -2.784191 -0.003002 -6.453887 -0.2 -1.1 0.2
C -1.619325 -0.871704 -6.921970 0.7 -0.2 0.3
C -2.730199 0.144978 -4.948122 1.1 0.4 1.6
N -4.006668 -0.700772 -6.917252 -0.3 1.4 -1.7
O -4.189876 -1.970112 -6.371642 -0.2 0.3 0.9
H -6.663377 1.281534 -6.001649 -0.1 0.0 0.0
H -6.705488 -0.393874 -5.491255 0.1 -0.1 -0.1
H -5.381286 0.639038 -4.988640 0.0 0.1 0.0
H -6.478033 -1.718978 -7.601760 0.0 0.0 0.0
H -7.082888 -0.159459 -8.245734 -0.2 -0.1 0.2
H -5.692446 -0.887432 -8.990327 0.0 -0.4 0.0
H -4.601126 1.105938 -8.878115 -0.3 -0.2 -0.1
H -5.874329 1.955822 -8.004282 -0.1 -0.3 0.1
H -3.825151 3.146487 -7.818282 0.7 -0.2 -0.3
H -4.094209 2.503262 -6.266095 -0.3 -0.1 -0.1
H -1.992483 1.997015 -6.536648 0.9 -0.5 -0.3
H -2.210629 1.168941 -8.169326 0.4 0.0 0.2
H -1.813302 -1.166147 -7.951735 0.1 -0.1 0.0
H -1.455356 -1.746223 -6.288653 -0.4 -0.2 -0.2
H -0.666962 -0.335680 -6.867878 -0.1 0.2 -0.1
H -1.792746 0.638587 -4.654359 -0.2 0.5 -0.4
H -2.557639 -0.733746 -4.313437 -0.7 -0.6 -0.7
H -3.537117 0.703084 -4.479528 0.0 0.2 -0.2
H -4.497352 -1.820086 -5.453220 0.2 -0.2 -0.2
C 0.910828 8.591740 2.448355 1.0 0.1 -0.2
C 1.625057 7.217009 2.303952 -0.4 -0.2 0.0
C 0.500501 6.232141 2.039255 -0.4 -0.9 0.5
C 2.513319 7.116030 1.050330 -0.4 0.4 -0.2
C 3.958010 7.593412 1.194927 -1.0 0.8 0.2
C 4.587038 7.073332 2.522365 0.0 0.2 -2.3
C 3.726019 7.242091 3.768388 0.1 0.7 0.4
C 4.283931 6.382958 4.884160 1.0 -1.3 0.9
C 3.751643 8.738539 4.130713 -0.3 0.0 0.5
N 2.380834 6.778258 3.478778 -0.6 -1.3 -1.2
O 1.525183 6.628485 4.573521 0.2 0.6 0.5
H 0.098767 8.641316 3.174416 0.0 -0.4 0.1
H 1.629715 9.360248 2.732520 -0.2 0.2 -0.3
H 0.490290 8.803045 1.465994 -0.1 0.3 0.1
H 0.934633 5.250759 1.834351 -0.2 0.0 0.1
H -0.159808 6.154872 2.905359 0.1 -0.1 0.0
H -0.136475 6.493010 1.193689 0.3 0.3 -0.2
H 2.497370 6.104999 0.641619 0.1 -0.2 0.5
H 1.892685 7.643137 0.316973 0.7 0.3 -0.3
H 4.516863 7.309428 0.300550 0.2 -0.4 0.3
H 3.997886 8.686302 1.119766 -0.1 0.1 0.4
H 5.508816 7.655044 2.576759 0.2 -0.3 0.6
H 4.824330 6.039079 2.264320 0.1 -0.2 0.7
H 5.211229 6.714220 5.363687 -0.2 0.8 -0.3
H 4.627739 5.398650 4.543481 -0.5 0.0 -0.5
H 3.612316 6.148156 5.708599 -0.3 0.4 -0.2
H 2.938820 9.017030 4.809157 -0.1 -0.1 -0.1
H 3.629891 9.302294 3.209056 0.2 0.3 0.2
H 4.653201 9.011231 4.679881 0.2 0.0 -0.4
H 1.210391 7.518020 4.820515 0.1 -0.1 0.0
C 3.620174 -3.680786 -1.852704 -0.7 -0.3 0.0
C 4.142230 -2.608937 -2.806484 1.3 0.6 1.6
C 4.431321 -1.380614 -1.919187 0.5 1.6 -0.6
C 5.506873 -3.109325 -3.365140 -0.1 0.5 -0.6
C 6.002779 -2.337773 -4.605029 -1.6 -1.4 0.6
C 4.876020 -2.388562 -5.630932 0.9 0.5 -0.5
C 3.511826 -1.841304 -5.205518 0.7 0.4 -0.4
C 3.621465 -0.308328 -5.267429 -0.4 -0.1 0.9
C 2.495857 -2.352272 -6.256841 -0.4 0.5 0.8
N 3.217351 -2.357915 -3.879412 -0.4 -1.3 -1.1
O 1.918259 -2.024903 -3.458170 0.0 0.5 0.3
H 3.467124 -4.607222 -2.413167 0.0 -0.1 0.3
H 4.278695 -3.819841 -0.995114 0.5 -0.2 -0.4
H 2.680751 -3.423642 -1.355445 -0.2 0.2 -0.5
H 3.596044 -0.674946 -1.909785 -0.2 -0.3 0.3
H 4.781647 -1.563401 -0.903987 -0.4 -0.5 0.1
H 5.260204 -0.790442 -2.336357 -0.1 0.0 -0.2
H 6.350251 -2.974905 -2.683547 -0.6 -0.5 0.8
H 5.322557 -4.161819 -3.590623 0.5 -0.1 -0.2
H 6.302988 -1.337770 -4.294788 0.1 0.1 -0.3
H 6.835107 -2.909948 -5.014170 0.3 0.4 0.0
H 4.735644 -3.415507 -5.975190 0.2 -0.1 0.1
H 5.272661 -1.788062 -6.456856 -0.6 -0.2 -0.4
H 3.991177 -0.021597 -6.248725 0.0 0.3 0.1
H 4.288823 -0.006035 -4.456286 0.3 0.2 -0.3
H 2.689479 0.210413 -5.031180 -0.2 -0.2 -0.3
H 2.638658 -1.841352 -7.208458 0.3 -0.2 -0.1
H 1.479543 -2.086205 -5.955177 0.0 0.0 0.0
H 2.548539 -3.435330 -6.362972 0.1 0.0 -0.1
H 1.354684 -2.712497 -3.834216 0.0 -0.1 0.3
C 0.601100 2.695053 7.424632 0.3 -0.3 -0.4
C 0.358193 2.054933 6.024157 -0.3 1.1 -0.6
C -1.105233 2.268033 5.644545 -0.8 0.5 0.3
C 1.125305 2.923406 4.987404 2.2 -0.2 0.8
C 2.644563 2.585736 4.957207 -0.4 -0.5 0.7
C 2.878982 1.069815 4.885654 -0.4 1.8 -2.6
C 2.054517 0.213506 5.802411 1.8 -1.1 1.0
C 2.112844 -1.199511 5.232400 -0.7 -0.3 0.9
C 2.787251 0.233216 7.201581 -0.2 0.7 -0.6
N 0.663362 0.629208 5.876746 -0.1 0.7 -1.3
O 0.021985 -0.132107 6.879291 0.1 0.0 0.7
H 1.590435 3.147808 7.513552 0.1 -0.3 -0.1
H 0.488162 1.964522 8.223192 -0.2 0.1 0.1
H -0.085918 3.533106 7.531235 -0.2 -0.2 0.3
H -1.339473 2.123719 4.588092 0.3 -0.5 0.0
H -1.352706 3.320132 5.810815 0.1 0.0 0.1
H -1.822090 1.724127 6.266738 0.1 -0.2 0.0
H 0.798000 2.939306 3.949906 -0.6 -0.3 0.4
H 1.139501 3.930761 5.405368 -0.7 0.2 -0.4
H 3.126144 2.993674 5.850487 0.0 0.2 -0.1
H 3.097358 3.037478 4.074477 0.1 0.2 0.1
H 3.955979 0.896559 4.840384 0.0 -0.5 0.9
H 2.626864 0.881791 3.828403 -0.4 -0.5 0.2
H 3.150061 -1.528981 5.240879 0.0 -0.1 -0.3
H 1.544287 -1.851277 5.901879 0.2 -0.1 -0.1
H 1.632352 -1.266448 4.256362 0.3 0.1 -0.2
H 3.596939 -0.486437 7.331249 -0.5 -0.6 -0.2
H 3.365025 1.159691 7.266454 -0.5 0.3 0.4
H 2.020720 0.161347 7.968378 0.4 -0.1 0.4
H -0.893313 -0.238893 6.602528 0.1 0.0 -0.2
C -1.909412 -9.199486 -0.125508 -0.1 -0.2 0.5
C -1.579945 -8.294278 1.087335 -0.1 -0.4 -0.7
C -0.614428 -8.995700 2.042554 0.7 0.1 0.4
C -0.953687 -7.026310 0.489345 0.3 -0.1 0.1
C -1.115188 -5.758195 1.271576 -0.1 0.5 -0.1
C -2.576494 -5.584893 1.748660 2.3 2.1 0.1
C -3.064810 -6.757226 2.541390 0.2 -1.3 0.5
C -2.246072 -6.871983 3.863512 -1.2 0.0 0.3
C -4.561668 -6.605560 2.888782 0.2 0.5 0.2
N -2.861728 -7.955097 1.686918 -1.1 1.1 -0.6
O -3.486868 -9.112484 2.211737 0.6 -0.2 0.5
H -1.095999 -9.188887 -0.851488 0.2 -0.3 0.2
H -2.132021 -10.207049 0.228804 0.2 -0.1 -0.2
H -2.802928 -8.843184 -0.638627 0.0 0.2 0.1
H 0.285737 -9.407335 1.575614 -0.3 0.0 -0.5
H -0.188940 -8.268114 2.733970 -0.2 0.0 0.3
H -1.062052 -9.814908 2.604564 -0.2 0.2 0.0
H 0.125460 -7.180032 0.393588 -0.1 -0.4 -0.5
H -1.420836 -6.869388 -0.485517 0.2 0.0 -0.1
H -0.377822 -5.611318 2.068804 -0.3 -0.7 0.4
H -0.781250 -4.930902 0.633087 -0.6 0.0 -0.2
H -3.153870 -5.191410 0.910887 -0.5 -0.7 0.0
H -2.415412 -4.717928 2.404929 -0.9 0.0 0.3
H -2.605861 -6.171704 4.624376 0.2 0.4 -0.3
H -1.189035 -6.721452 3.697039 0.1 -0.1 0.1
H -2.470672 -7.822084 4.353908 0.4 -0.3 -0.4
H -5.158255 -6.063926 2.152441 0.3 0.0 -0.3
H -4.587937 -6.012080 3.803917 -0.3 0.0 0.0
H -5.094692 -7.530491 3.085828 0.2 -0.2 0.2
H -4.420391 -8.982393 2.033263 0.0 -0.1 -0.3
C -0.660100 2.530320 1.619850 -0.5 0.5 0.4
C -0.274094 1.374039 0.703094 -0.1 -0.5 -1.1
C 0.318953 1.893499 -0.632314 0.8 -0.2 1.0
C 0.710964 0.486183 1.483720 -0.3 0.0 0.1
C 1.031479 -0.917957 0.961905 -0.7 0.6 -0.3
C -0.297044 -1.634229 0.691855 0.7 -0.2 0.9
C -1.364901 -0.804125 -0.033468 0.6 -1.0 -1.6
C -0.988876 -0.819264 -1.548218 -0.2 -0.5 0.2
C -2.659800 -1.572313 0.169418 -2.2 1.3 -0.5
N -1.466673 0.542158 0.493162 0.2 -0.5 2.0
O -2.608173 1.246812 0.043436 0.4 0.0 -0.4
H -1.107792 3.390830 1.117966 0.0 -0.2 -0.3
H -1.398670 2.193430 2.356070 0.0 -0.1 -0.1
H 0.146023 2.943155 2.231161 0.3 -0.3 -0.5
H 1.010381 2.699148 -0.369438 -0.4 0.4 -0.3
H 0.976473 1.164145 -1.106962 -0.3 -0.2 -0.1
H -0.459961 2.185530 -1.327725 0.1 0.3 0.0
H 1.611118 1.086799 1.634643 0.0 -0.1 0.3
H 0.179906 0.306371 2.425069 0.5 0.3 0.3
H 1.669417 -0.901606 0.075920 0.1 0.0 0.0
H 1.528944 -1.442459 1.777903 0.3 -0.1 -0.2
H -0.655572 -2.013873 1.655640 -0.3 0.5 0.0
H -0.108323 -2.572745 0.162115 -0.1 0.2 -0.5
H -1.557027 -0.111801 -2.153504 0.0 0.2 0.2
H -1.241152 -1.813694 -1.926469 0.1 0.0 -0.1
H 0.079255 -0.687293 -1.710301 0.0 0.1 -0.1
H -2.605909 -2.637361 0.373835 0.4 0.1 0.3
H -3.380147 -1.461314 -0.652498 0.6 -0.2 -0.6
H -3.290720 -1.022969 0.879411 0.5 -0.6 0.9
H -3.149679 1.241310 0.843831 -0.3 0.1 -0.1
O -0.529725 -4.592902 -2.779825 0.0 0.1 -0.1
H -1.353639 -4.092220 -2.809439 0.1 0.0 0.0
H -0.516311 -5.087184 -3.607491 0.0 0.0 0.1
O -2.616463 3.384009 -2.552565 0.0 -0.1 0.1
H -2.406959 2.757311 -1.846815 -0.1 0.0 0.0
H -2.750042 4.223045 -2.099921 0.0 0.0 0.0
O 2.381327 4.895300 -1.598114 0.1 0.0 0.1
H 3.100595 5.483943 -1.853293 -0.1 -0.1 0.0
H 2.815099 4.153496 -1.161375 0.0 0.0 -0.1
O -1.903807 -0.829038 3.643695 -0.2 0.0 0.2
H -1.393860 -0.632089 4.437625 0.2 0.0 -0.1
H -1.721642 -0.090182 3.050749 0.0 -0.1 -0.3
O -4.892705 1.156409 2.068013 0.4 0.2 -0.1
H -4.606480 1.022406 2.981166 0.0 -0.1 -0.1
H -4.920891 2.115183 1.955851 -0.2 -0.1 0.1
O -5.420382 -0.094791 -1.201885 0.0 0.1 0.0
H -5.369988 0.716111 -1.719861 0.0 -0.1 0.0
H -4.913740 0.097966 -0.403154 0.0 0.0 -0.1
```
Forces are in eV/Å.

***

C4H9NO2 | the ωB97M-V functional and the def2-TZVPD basis

Properties
Relative energy (zero: lowest compared OMol25 entry of this formula, charge and spin) (kcal/mol): 29.9
E_LUMO (eV): 0.7
Spin multiplicity: 1
HOMO (eV): -9.634
E_tot (eV): -9878.7643
Kohn-Sham gap (eV): 10.4
Charge: 0
SMILES string: CC(=O)NCCO

```
16
Properties=species:S:1:pos:R:3:forces:R:3
C 0.884921 2.481648 -0.588998 -1.4 1.0 -1.1
C 0.248433 1.496715 0.357080 0.8 -0.6 0.0
O 0.524243 1.467817 1.539126 0.1 0.1 0.2
N -0.501384 0.504727 -0.200936 -0.1 -0.7 -0.2
C -0.552334 -0.833082 0.414968 0.2 1.3 0.0
C -0.731480 -1.892803 -0.649283 -0.1 -0.6 -0.2
O 0.227004 -2.929329 -0.437861 -0.2 -0.2 0.1
H 0.624830 3.504892 -0.294889 0.5 -0.2 0.3
H 1.955466 2.361097 -0.743188 0.0 -0.1 0.6
H 0.439088 2.415280 -1.591492 0.1 -0.3 0.1
H -0.923129 0.565536 -1.111366 0.4 0.4 -0.1
H 0.403243 -0.996076 0.914164 -0.1 0.0 0.1
H -1.336509 -0.791601 1.163102 -0.1 -0.6 0.2
H -0.562393 -1.520006 -1.664560 -0.2 0.4 0.1
H -1.752134 -2.278308 -0.593291 0.0 -0.2 -0.1
H 0.021349 -3.667102 -1.030304 0.1 0.3 0.2
```
Forces are in eV/Å.